w) The following is a DFT calculation (ωB97M-V/def2-TZVPD) of a single C3H5NO molecule.

Results
SMILES: [H]/N=C\CC=O
HOMO level in eV: -10.1
Frontier orbital gap in eV: 10.36
LUMO level in eV: 0.232

Atoms and positions in Å:
H -0.83 2.31 0.33
N -1.24 1.50 0.81
C -0.93 0.39 0.28
C 0.17 0.02 -0.64
C 0.85 -1.12 0.14
O 1.13 -2.19 -0.40
H -1.17 -0.65 0.83
H 0.86 0.86 -0.80
H -0.25 -0.37 -1.57
H 1.42 -0.77 1.02


x) The following is a DFT calculation (ωB97M-V/def2-TZVPD) of a single C3H5NO molecule.

Results
SMILES: N/C=C/C=O
HOMO level in eV: -8.9
Frontier orbital gap in eV: 9.88
LUMO level in eV: 0.949

Atoms and positions in Å:
N 1.08 -1.60 0.33
C 0.15 -0.52 0.39
C -0.61 0.08 -0.51
C -0.84 1.61 -0.21
O -0.74 2.13 0.84
H 1.43 -1.82 1.20
H 1.07 -1.96 -0.64
H 0.10 0.09 1.35
H -0.49 -0.32 -1.70
H -1.15 2.30 -1.05


y) The following is a DFT calculation (ωB97M-V/def2-TZVPD) of 2 unconnected molecules or ions with the total composition C3H5NO.

Results
HOMO level (alpha / beta) in eV: -7.8 / -8.1
Frontier orbital gap (alpha / beta) in eV: 7.36 / 8.00
LUMO level (alpha / beta) in eV: -0.461 / -0.072

Atoms and positions in Å:
O 2.10 0.15 1.15
C 0.94 0.20 0.55
C -1.40 -0.74 -0.60
C -1.27 0.62 -0.52
N -0.84 1.70 -0.30
H 2.84 0.17 0.52
H 0.10 0.17 1.22
H 0.90 0.19 -0.53
H -2.07 -1.24 0.09
H -1.30 -1.21 -1.57


z) The following is a DFT calculation (ωB97M-V/def2-TZVPD) of a single C3H5NO molecule.

Results
SMILES: N/C=C\C=O
HOMO level in eV: -8.6
Frontier orbital gap in eV: 9.23
LUMO level in eV: 0.587

Atoms and positions in Å:
N -0.73 -0.73 -0.82
C -0.47 -0.74 0.41
C 0.45 0.23 0.84
C 0.82 1.16 -0.06
O 0.62 1.10 -1.37
H -0.75 -0.01 -1.41
H -1.31 -1.62 -0.95
H -0.97 -1.64 1.05
H 0.87 0.26 1.90
H 1.49 1.97 0.41


Stability summary: most stable w), least stable y).


w) The following is a DFT calculation (ωB97M-V/def2-TZVPD) of a single C3H5NO molecule.

Results
SMILES: O=C[C@@H]1CN1
HOMO level in eV: -10.1
Frontier orbital gap in eV: 11.06
LUMO level in eV: 0.910

Atoms and positions in Å:
O -2.48 -0.01 -0.22
C -1.36 0.12 0.20
C -0.13 -0.10 -0.60
C 1.08 -0.53 0.13
N 0.98 0.81 -0.31
H -1.17 0.50 1.21
H -0.30 -0.34 -1.65
H 0.87 -0.74 1.18
H 1.80 -1.17 -0.38
H 0.71 1.45 0.45


x) The following is a DFT calculation (ωB97M-V/def2-TZVPD) of a single C3H5NO molecule.

Results
SMILES: C[C@@H](O)C#N
HOMO level in eV: -10.2
Frontier orbital gap in eV: 10.40
LUMO level in eV: 0.158

Atoms and positions in Å:
C -1.26 0.02 -0.04
C 0.16 0.01 0.39
O 0.89 -1.34 -0.47
C 0.95 1.17 0.12
N 1.63 2.10 -0.04
H -1.36 0.30 -1.10
H -1.78 0.77 0.56
H -1.73 -0.95 0.13
H 0.65 -0.90 0.95
H 1.85 -1.17 -0.51


Stability summary: most stable w), least stable x).


w) The following is a DFT calculation (ωB97M-V/def2-TZVPD) of 2 unconnected molecules or ions with the total composition C4H14NO.

Results
HOMO level (alpha / beta) in eV: -3.1 / -11.6
Frontier orbital gap (alpha / beta) in eV: 4.25 / 12.39
2S+1: 2
<S²>: 0.75
LUMO level (alpha / beta) in eV: 1.168 / 0.744

Atoms and positions in Å:
C -1.53 -0.42 -0.99
C -0.50 0.28 -0.09
C -0.76 0.28 1.41
C -0.75 1.76 1.83
N 0.90 -0.33 -0.32
H -1.45 -1.45 -1.30
H -1.87 0.26 -1.78
H -2.41 -0.42 -0.33
H -0.39 1.21 -0.62
H -1.69 -0.22 1.65
H 0.03 -0.25 1.94
H 0.15 2.24 1.45
H -1.60 2.35 1.47
H -0.74 1.93 2.91
H 0.98 -1.33 -0.07
H 1.25 -0.12 -1.28
H 1.58 0.17 0.31
H 2.65 -2.11 -2.78
H 3.54 -1.86 -1.58
O 2.61 -1.96 -1.83


x) The following is a DFT calculation (ωB97M-V/def2-TZVPD) of 3 unconnected molecules or ions with the total composition C4H14NO.

Results
HOMO level (alpha / beta) in eV: -5.4 / -7.9
Frontier orbital gap (alpha / beta) in eV: 5.89 / 8.22
2S+1: 2
<S²>: 0.75
LUMO level (alpha / beta) in eV: 0.459 / 0.327

Atoms and positions in Å:
C -0.29 -0.82 -0.53
C 1.04 -0.06 -0.72
C 2.26 -0.53 0.09
C 2.54 0.45 1.25
N -2.08 -1.01 -0.44
H -0.04 -0.78 1.23
H -0.27 -1.43 -1.45
H 0.83 1.06 -0.47
H 1.33 -0.14 -1.85
H 3.21 -0.70 -0.56
H 2.03 -1.56 0.37
H 1.69 0.75 1.84
H 3.27 -0.04 1.89
H 3.01 1.36 0.92
H -2.47 -1.99 -0.62
H -2.29 -0.96 0.59
H -2.58 -0.15 -0.72
H -4.50 2.30 -0.29
H -3.03 2.50 -0.24
O -3.67 1.76 -0.30


Stability summary: most stable w), least stable x).


w) The following is a DFT calculation (ωB97M-V/def2-TZVPD) of 3 unconnected molecules or ions with the total composition C4H10O3.

Results
SMILES: C=C/C=C/O.O.O
HOMO level in eV: -8.2
Frontier orbital gap in eV: 8.76
LUMO level in eV: 0.521

Atoms and positions in Å:
C 2.40 -0.25 -0.06
C 1.71 0.31 -1.10
C 0.42 1.13 -1.01
C -0.08 1.27 0.31
O -1.32 1.90 0.33
H 3.11 -1.05 -0.23
H 2.32 -0.11 1.04
H 2.06 0.11 -2.06
H -0.10 1.41 -1.99
H 0.38 0.91 1.19
H -2.07 1.28 0.58
O -2.39 -0.23 1.31
H -1.88 -1.05 1.09
H -2.34 -0.26 2.29
O -0.81 -2.03 -0.27
H -0.06 -1.44 -0.33
H -1.35 -1.92 -1.06


x) The following is a DFT calculation (ωB97M-V/def2-TZVPD) of 2 unconnected molecules or ions with the total composition C4H10O3.

Results
SMILES: O=CCCCO.O
HOMO level in eV: -10.3
Frontier orbital gap in eV: 10.86
LUMO level in eV: 0.506

Atoms and positions in Å:
O 0.65 -2.02 1.11
C 0.74 -0.97 0.52
C 0.43 -0.97 -0.87
C -0.98 -0.74 -1.17
C -1.60 0.43 -0.31
O -2.61 1.09 -1.22
H 1.33 -0.16 1.07
H 0.96 -0.21 -1.54
H 0.56 -2.08 -0.95
H -1.50 -1.60 -0.78
H -1.16 -0.48 -2.21
H -0.87 1.21 0.13
H -2.18 0.25 0.67
H -3.44 0.68 -1.38
O 3.07 2.46 1.62
H 2.98 2.05 2.56
H 2.76 1.59 1.26


Stability summary: most stable w), least stable x).